Entry from the OMol25 dataset: an isolated molecule of C5H8O2 (wB97M-V/def2-TZVPD).

Positions of all 15 atoms, in Å:
C: -1.16 1.27 -0.83
C: -0.29 0.31 -0.06
C: 0.97 -0.31 -0.67
C: 1.72 -0.93 0.52
O: 2.91 -0.92 0.70
C: -0.90 -0.51 0.97
O: 0.03 0.56 1.30
H: -0.61 2.11 -1.25
H: -1.63 0.71 -1.64
H: -1.95 1.64 -0.17
H: 0.74 -1.07 -1.43
H: 1.61 0.46 -1.13
H: 1.05 -1.40 1.26
H: -0.65 -1.58 0.93
H: -1.82 -0.33 1.49

Calculated values
- Orbital gap: 10.354 eV
- Relative energy (zero: lowest compared OMol25 entry of this formula, charge and spin): 223.5 kJ/mol
- Structure (SMILES): C[C@]1(CC=O)CO1
- HOMO level: -9.53 eV
- E_LUMO: 0.82 eV
- E: -9407.51552 eV
- Max |F|: 0.018 hartree/bohr
- Net charge: 0
- 2S+1: 1